1.
DFT (the ωB97M-V functional and the def2-TZVPD basis) results for C33H49CsN12OPS2 as an isolated structure.

Cartesian coordinates (Å):
C1 -2.3735 5.4502 4.7210
C2 -3.0819 6.3427 -1.7834
H1 -1.8772 5.5011 2.6307
H2 -1.5602 -2.0260 -2.6490
H3 -2.1281 0.1328 3.5094
C3 -1.3312 -3.2548 1.1064
N1 -3.0098 2.3272 -3.6996
P1 1.1932 -2.8877 -1.9692
H4 -2.9085 3.6814 -0.8029
H5 0.6996 -3.1706 -4.3695
N2 -2.3523 9.1885 1.6273
O1 -2.5475 7.1363 0.8840
H6 2.3500 -4.6242 -0.7517
H7 -3.6329 5.8568 -0.9913
N3 -2.2604 9.2265 0.2915
H8 -2.0155 1.7744 -5.4564
H9 -0.0283 -3.9040 2.6997
H10 -2.7333 3.4789 5.4872
C4 -3.1192 8.1208 4.3669
C5 1.6322 -4.6587 -1.5793
C6 -0.6202 3.2256 2.9621
C7 -1.7245 8.1948 -2.5216
H11 -2.7691 1.9187 1.1163
H12 -1.5823 -2.1784 -4.4151
C8 1.1580 -1.7057 3.8326
H13 -2.2013 0.4422 -3.2521
H14 -1.5891 -2.8680 3.5210
H15 3.1379 -5.0807 -3.0829
C9 -3.8766 4.5688 -3.3668
H16 -1.2157 8.1865 -4.5938
H17 2.4160 -6.5055 -2.3505
H18 -1.0262 3.9815 5.5243
N4 -1.7343 3.3192 3.7009
H19 2.6609 -1.6294 2.3060
C10 -1.7337 7.6712 -3.8007
H20 0.7178 -5.1275 -1.2014
N5 -3.2354 3.3655 -2.8876
H21 -1.2625 -3.1419 0.0216
C11 -1.9508 4.0110 4.9393
C12 -2.4887 1.4147 -2.9135
H22 -3.1325 -2.0612 3.2827
C13 -2.2620 6.0475 3.4790
C14 -2.8404 3.0364 -1.6516
H23 -2.4068 6.0932 -5.0784
C15 -0.9389 -2.0376 -3.5472
N6 -1.5220 1.1127 -6.0410
H24 -2.0614 0.5964 -6.7161
C16 2.2069 -5.5001 -2.7124
C17 -2.6358 7.3767 3.2957
C18 2.7953 -2.3744 -2.7695
H25 -0.1551 -0.6488 -7.2152
H26 -0.4042 -4.1155 -3.3485
C19 0.0516 -3.6322 1.6481
Cs1 0.1692 0.4808 0.0399
C20 -0.3038 0.6918 -5.6665
N7 -1.7694 -1.9802 1.6498
C21 -3.2412 7.5167 5.6054
H27 3.6045 -2.8374 -2.1955
N8 -2.3648 1.8091 -1.6331
H28 -1.5983 -0.8795 4.8661
H29 1.5072 -5.5783 -3.5403
H30 1.4850 -2.6071 0.6509
N9 0.2203 -0.3671 -6.3244
C22 -2.3849 8.0088 -0.1408
H31 -2.9797 5.7301 6.7546
H32 2.3536 -3.2524 2.9554
H33 -3.4030 9.1483 4.2099
H34 0.3410 3.5751 3.2788
H35 -2.0387 -4.0717 1.3270
H36 0.3991 -4.5269 1.1188
H37 1.1867 -0.5823 -6.1477
C23 -2.0550 -1.9894 3.0738
C24 -2.5163 7.9466 1.9704
H38 -2.5795 -1.6571 1.1331
H39 3.0381 -0.4826 -1.7491
S1 0.1650 -0.2421 3.3819
C25 -2.4060 6.4901 -4.0741
H40 -3.9939 4.4437 -4.4442
H41 1.8922 -1.3791 4.5682
H42 -1.2134 9.1157 -2.2936
C26 -3.0916 5.8219 -3.0674
C27 -2.2073 2.3892 1.8982
S2 0.5244 1.4152 -4.4272
C28 1.8716 -2.3154 2.6268
C29 0.0982 -3.1505 -3.4576
N10 0.9666 -2.5137 1.5161
C30 -2.3907 7.5180 -1.5034
H43 0.4824 -2.4124 4.3046
H44 -0.4345 -1.0767 -3.6439
H45 -4.8711 4.6407 -2.9105
H46 2.1531 -0.3679 -3.2815
H47 -3.6316 8.0785 6.4394
C31 2.9784 -0.8627 -2.7714
N11 -2.7518 2.7897 3.0190
H48 3.9011 -0.5959 -3.2834
C32 -1.5390 -0.7405 3.7859
C33 -2.8759 6.1927 5.7844
H49 2.8340 -2.7546 -3.7938
N12 -0.8841 2.6363 1.8163

Its calculated total energy is -86448.95250 eV. The calculation puts the HOMO energy at -10.40 eV. The charge is +1. The value obtained for the energy above the lowest of the compared OMol25 structures with the same formula, charge and spin is 16.7 kcal per mole.

Results of the Mulliken charge analysis, in e, for atoms 1 through 2: 0.97, 0.11

---

2.
DFT (the ωB97M-V functional and the def2-TZVPD basis) results for a 2-piece molecular cluster, C4H7NO overall.

Cartesian coordinates (Å):
H1 2.2979 -0.5173 -0.1388
O1 -0.2074 1.2779 -0.8641
C1 -0.8748 -1.0677 0.8994
N1 0.1455 -1.6161 0.8982
H2 -2.9053 -0.9175 0.3720
C2 0.6925 0.5129 -1.1334
H3 -2.0197 0.6330 0.4580
H4 -2.4679 -0.2350 1.9620
C3 -2.1523 -0.3484 0.9230
H5 2.0881 1.1933 0.3564
H6 0.5992 -0.1842 -1.9933
C4 2.0477 0.4931 -0.4823
H7 2.7566 0.7760 -1.2571

Its calculated total energy is -7798.39928 eV. The calculation puts the HOMO energy at -9.92 eV. The value obtained for the energy above the lowest of the compared OMol25 structures with the same formula, charge and spin is 28.7 kcal per mole.

Results of the Mulliken charge analysis, in e, for atoms 1 through 2: 0.33, -0.51

---

3.
DFT (the ωB97M-V functional and the def2-TZVPD basis) results for one molecule with the formula C34H44N2O6.

Cartesian coordinates (Å):
H1 -1.9541 1.1622 4.1869
C1 -0.3336 3.8196 1.8068
C2 1.7419 3.9414 -0.4905
H2 -2.8568 -2.1313 -2.0709
C3 0.9890 1.2713 -4.5923
H3 -1.2871 3.6882 2.3283
H4 -2.4802 3.8763 -1.1113
H5 2.0746 4.4437 -1.3968
H6 3.3971 -1.7084 -1.8172
H7 -1.5692 -0.4975 5.9867
H8 -0.9941 -3.6986 1.4358
C4 0.2353 3.7282 -0.5731
C5 0.7595 -0.0485 0.4111
H9 -4.6683 -5.3708 0.0461
H10 0.5526 3.9686 -3.6833
O1 -0.1194 0.9499 -2.4627
H11 -1.9498 1.8703 1.1339
C6 -2.7263 3.3927 -0.1703
C7 -3.8730 -3.7533 -1.1132
N1 0.2292 0.9964 2.4986
C8 1.3356 -1.0924 -1.8208
C9 -0.0337 -1.7992 -1.7590
H12 2.2767 -2.8725 -2.5547
H13 -0.9489 2.2241 -4.3333
C10 2.4174 -2.1735 -1.7338
H14 1.8302 1.5323 1.2972
H15 -1.1761 -2.4877 4.3512
C11 -1.6130 2.4287 0.2559
C12 0.8178 -1.8566 3.9235
H16 -2.8215 -5.3244 1.6834
H17 1.4734 1.7525 3.9783
C13 -0.6959 -1.8383 -0.4798
H18 -1.4317 1.7122 -0.5482
C14 -0.4017 -1.8817 4.8201
H19 -0.0273 0.1386 5.3983
H20 1.0707 0.5022 -5.3618
O2 1.6659 -1.0010 3.9386
H21 -1.9236 -1.4853 1.8899
H22 2.8885 -3.2404 2.8569
H23 -0.2266 4.8922 1.5902
H24 -0.2400 2.1576 4.1569
H25 -2.5423 -0.4344 3.7566
C15 -1.8111 -3.7028 0.7271
H26 2.0174 4.5659 0.3562
H27 2.2556 2.9863 -0.4288
H28 0.8724 4.1542 3.5577
N2 -0.3349 3.0428 0.5770
H29 3.1558 1.4844 -4.8840
C16 2.0873 3.3896 -5.0763
H30 2.2052 3.3175 -6.1591
C17 -0.0605 2.3337 -4.9543
C18 0.5684 2.0508 3.4361
C19 -2.8532 -2.8290 -1.2488
C20 2.3300 2.0281 -4.4297
H31 1.7426 3.4116 2.2230
H32 1.7769 -3.8762 1.6065
C21 -2.8353 -4.6212 0.8621
C22 0.6882 0.5808 -3.2839
C23 0.7989 3.4090 2.7624
C24 -0.8157 0.1172 2.6787
C25 -1.6370 0.1477 3.9369
C26 -0.8928 -0.4691 5.1312
O3 2.5316 0.7572 -0.9158
C27 0.6304 3.6799 -4.7321
H33 0.2002 4.4724 -5.3434
H34 0.0291 3.0966 -1.4387
C28 -0.3436 -0.9637 0.5216
C29 1.6141 -0.0305 -0.7603
H35 -3.6510 2.8376 -0.3045
H36 2.7706 4.1517 -4.7038
H37 -0.0981 -2.3754 5.7469
O4 1.4803 -0.4677 -3.1052
H38 2.3402 -2.7032 -0.7875
H39 -4.6760 -3.7748 -1.8360
O5 0.8606 -2.9308 3.1345
H40 2.5534 2.1549 -3.3684
C30 -1.0854 -0.8241 1.7385
H41 -0.3536 2.2279 -5.9989
H42 2.1232 -2.1191 1.7087
C31 1.9869 -3.0439 2.2735
C32 0.9778 0.8821 1.3900
H43 -2.8908 4.1608 0.5840
O6 -0.4451 -2.3343 -2.7747
C33 -3.8706 -4.6493 -0.0577
H44 -0.2495 4.7082 -0.7299
C34 -1.8117 -2.7895 -0.3269

Its calculated total energy is -51238.79416 eV. The calculation puts the HOMO energy at -7.22 eV. The value obtained for the energy above the lowest of the compared OMol25 structures with the same formula, charge and spin is 0.2 kcal per mole.

Results of the Mulliken charge analysis, in e, for atoms 1 through 2: 0.50, -0.87

---

4.
DFT (the ωB97M-V functional and the def2-TZVPD basis) results for C6H9InO6 as an isolated structure.

Cartesian coordinates (Å):
H1 10.1103 -3.8914 -16.0583
C1 3.6325 -3.5956 -13.3450
H2 1.7839 -4.5999 -12.9063
C2 9.8475 -3.2111 -15.2482
O1 3.6334 -0.3821 -18.4023
C3 8.3594 -2.9764 -15.4427
H3 10.0772 -3.7703 -14.3412
H4 1.6821 0.9915 -19.4827
O2 2.8544 0.2348 -16.5269
In1 5.1478 -1.6071 -15.9639
H5 2.8974 -4.6568 -11.5460
H6 3.0870 -5.7043 -12.9880
H7 10.3567 -2.2496 -15.3138
C4 2.8338 -4.7053 -12.6331
H8 1.2638 1.7894 -18.0231
O3 4.8309 -3.5216 -13.2120
H9 0.8103 0.0362 -18.3625
C5 1.5682 0.8180 -18.4127
O4 7.8198 -2.6922 -16.5897
C6 2.7854 0.2700 -17.7665
O5 7.6292 -2.9511 -14.4122
O6 3.1013 -2.8469 -14.1557

Its calculated total energy is -23820.63768 eV. The calculation puts the HOMO energy at -9.51 eV. The value obtained for the energy above the lowest of the compared OMol25 structures with the same formula, charge and spin is 84.3 kcal per mole.

Results of the Mulliken charge analysis, in e, for atoms 1 through 2: 0.32, 0.77

---

5.
DFT (the ωB97M-V functional and the def2-TZVPD basis) results for one molecule with the formula C3H9N2O.

Cartesian coordinates (Å):
C1 1.5229 -1.6158 0.4180
H1 2.0750 -2.0211 1.2721
H2 0.5923 1.5295 0.3910
H3 0.6091 0.7385 -1.2040
H4 -1.0996 2.7310 -0.5296
O1 -1.9299 -0.4091 0.1172
H5 -1.9400 1.3032 -0.1430
C2 -0.6478 -0.3622 0.1960
H6 -1.4828 1.5527 -1.6898
H7 1.4984 -2.4329 -0.3126
N1 -1.2087 1.7504 -0.7278
C3 0.0010 0.9552 -0.3297
N2 0.2264 -1.1768 0.9106
H8 2.0592 -0.7177 0.1254
H9 -0.2755 -1.8249 1.5063

Its calculated total energy is -8281.19914 eV. As for the spin multiplicity: 2. The calculation puts the HOMO energy (spin up / spin down) at -3.47 / -8.30 eV. The value obtained for the energy above the lowest of the compared OMol25 structures with the same formula, charge and spin is 44.7 kcal per mole.

Results of the Mulliken charge analysis, in e, for atoms 1 through 2: -0.85, 0.35

---

6.
DFT (the ωB97M-V functional and the def2-TZVPD basis) results for a 2-piece molecular cluster, C26H41BN6O6P2S2 overall.

Cartesian coordinates (Å):
C1 -4.2692 1.2345 2.0283
H1 -6.2942 -4.5487 2.6961
H2 -4.6116 -2.1880 4.6667
H3 5.2742 -1.5332 -6.6886
C2 -3.3528 0.6694 1.0086
H4 -0.9403 1.7682 4.9012
H5 -5.6367 -3.3082 5.7279
H6 0.1344 -1.5987 -3.2227
C3 6.6475 -0.1198 -1.4412
H7 3.0138 2.6528 -1.9101
N1 -0.9618 -1.6011 -1.3206
H8 2.7931 0.9208 -1.7756
H9 6.0774 2.6607 -2.2233
H10 0.4702 2.6984 1.1417
H11 -0.9584 1.1232 -1.0058
H12 -1.4857 -3.6749 -0.8510
B1 -7.3208 -1.9706 3.5161
H13 5.8980 2.7029 -3.9793
H14 0.2264 3.6144 5.2532
O1 -8.6855 -2.0390 3.1892
H15 4.5446 -2.1950 -5.2408
H16 -0.3452 -3.4420 -2.2162
P1 0.7530 2.2867 3.6289
C4 -0.8943 -0.9321 -0.0613
C5 -0.6391 -3.0369 -1.2068
S1 -2.2098 6.4563 3.1018
H17 5.9801 0.5232 -0.8644
O2 -0.2422 1.2320 4.4704
H18 8.4764 -0.6304 -3.0609
C6 -1.5834 2.2381 1.9803
S2 -5.9499 0.5029 2.0211
C7 -5.4496 -2.2512 5.4116
O3 3.3466 -0.4878 -3.6873
C8 -0.0651 -0.9585 -2.3282
C9 5.4976 0.9423 -5.8449
C10 -4.4473 -1.4611 0.7284
C11 -6.1867 -2.3647 2.4216
H19 -4.4473 -5.0413 0.9344
C12 -1.9734 1.2007 1.0070
H20 -5.0636 -1.7200 6.3332
C13 3.5512 1.7034 -1.8320
C14 -6.7567 -1.4706 4.9554
O4 2.0731 1.6972 3.3030
O5 -0.8692 -1.5817 0.9664
C15 4.6591 -1.2779 -5.8208
H21 7.6641 -0.4897 -4.5841
N2 -2.1657 3.7853 3.9730
C16 -3.8925 2.2587 2.9817
H22 -3.2977 -3.0537 -0.2946
C17 -0.1268 2.8322 2.0717
N3 -3.8012 -0.3401 0.0809
H23 -9.1520 -2.4780 3.9221
H24 0.8919 -0.6897 -1.8046
C18 -5.5318 -1.2592 1.7215
H25 -6.4463 -0.3878 4.8626
H26 0.2258 -3.2483 -0.5093
H27 4.1016 1.6969 -0.8830
N4 5.3011 -0.2354 -5.0203
H28 -4.3883 0.0669 -0.6577
H29 4.6116 1.5888 -5.8631
C19 7.5026 -0.7585 -3.5426
H30 -4.6177 2.6443 3.7411
C20 -4.0919 -2.8554 0.4558
H31 0.1223 0.9064 0.4328
C21 -2.3815 4.9299 3.5574
C22 -5.7691 -3.7422 2.1326
P2 4.7967 -0.1369 -3.3635
H32 -0.5535 -0.0241 -2.7146
H33 -7.5274 -1.5966 5.7679
N5 6.4888 0.1038 -2.9005
H34 3.6698 -0.9704 -6.1781
C23 -2.5344 2.7800 2.9724
O6 1.0152 3.5835 4.6738
H35 6.4271 -1.1563 -1.1704
H36 7.6621 0.1207 -1.1186
H37 7.2285 -1.8153 -3.4887
C24 -0.8904 0.6534 0.0048
H38 4.7842 3.5835 -2.9905
C25 5.3492 2.6478 -3.0444
N6 4.4431 1.5138 -2.9773
H39 6.3691 1.5068 -5.5070
C26 -4.7216 -3.9769 1.1413
H40 -0.2791 3.9483 2.1849
H41 5.7374 0.6690 -6.8762

Its calculated total energy is -89775.78985 eV. The calculation puts the HOMO energy at -8.14 eV.

Results of the Mulliken charge analysis, in e, for atoms 1 through 2: 0.74, 0.35